1.
14
Properties=species:S:1:pos:R:3 method="wB97M-V/def2-TZVPD" lumo_ha=0.0404 e_homo_ev=-8.955 e_tot_ha=-270.5147 relative_energy_kcal_mol=27.1 largest_force_ev_per_a=1.6 charge=0 spin_multiplicity=1 homo_lumo_gap_ev=10.05 smiles="C[C@@H]1C=CCO1"
C -0.92 -1.11 -1.32
C 0.25 -0.38 -0.62
C 0.42 -0.66 0.85
C 0.51 0.48 1.54
C 0.34 1.62 0.59
O 0.16 1.05 -0.70
H -0.90 -0.84 -2.38
H -1.88 -0.77 -0.95
H -0.86 -2.21 -1.20
H 1.22 -0.64 -1.12
H 0.49 -1.68 1.19
H 0.48 0.57 2.62
H -0.53 2.27 0.92
H 1.22 2.30 0.58



2.
14
Properties=species:S:1:pos:R:3 method="wB97M-V/def2-TZVPD" lumo_ha=0.0269 e_homo_ev=-9.248 e_tot_ha=-270.4659 relative_energy_kcal_mol=57.7 largest_force_ev_per_a=0.6 charge=0 spin_multiplicity=1 homo_lumo_gap_ev=9.98 smiles="C=CC=C.C=O"
C 1.48 0.67 -0.82
C 1.12 -0.09 0.21
C 0.34 -1.33 0.06
C -0.73 -1.49 -0.72
H 1.14 0.43 -1.82
H 2.18 1.49 -0.70
H 1.49 0.16 1.21
H 0.71 -2.17 0.64
H -1.17 -0.67 -1.28
H -1.22 -2.46 -0.81
C -1.25 1.33 0.97
O -2.12 0.53 0.74
H -0.93 2.10 0.24
H -0.71 1.34 1.94



3.
14
Properties=species:S:1:pos:R:3 method="wB97M-V/def2-TZVPD" lumo_ha="0.0236 / 0.0236" e_homo_ev="-7.249 / -7.250" e_tot_ha=-270.3089 relative_energy_kcal_mol=156.2 largest_force_ev_per_a=1.2 charge=0 spin_multiplicity=1 homo_lumo_gap_ev="7.89 / 7.89"
C -0.05 1.62 0.23
C 1.19 1.55 -0.45
C 0.86 0.41 0.59
C 0.32 -0.76 0.15
C -0.39 -1.60 -0.77
O 0.18 -2.02 0.52
H -0.91 1.35 -0.39
H -2.19 -0.44 1.78
H 2.06 2.05 -0.04
H 1.29 1.30 -1.50
H 1.41 0.40 1.53
H -1.73 -1.06 1.69
H -1.47 -1.59 -0.81
H 0.11 -2.00 -1.64



4.
14
Properties=species:S:1:pos:R:3 method="wB97M-V/def2-TZVPD" lumo_ha=0.0393 e_homo_ev=-9.632 e_tot_ha=-270.5230 relative_energy_kcal_mol=21.9 largest_force_ev_per_a=0.5 charge=0 spin_multiplicity=1 homo_lumo_gap_ev=10.70 smiles="CC(=O)C1CC1"
C -0.37 2.02 -0.26
C 0.41 0.88 0.39
O 0.89 0.99 1.50
C 0.42 -0.41 -0.38
C 0.72 -1.71 0.29
C -0.70 -1.35 0.01
H 0.32 2.77 -0.67
H -1.02 1.65 -1.06
H -0.97 2.50 0.51
H 0.62 -0.31 -1.44
H 1.06 -1.67 1.33
H 1.19 -2.48 -0.32
H -1.25 -1.85 -0.78
H -1.31 -1.04 0.86



5.
14
Properties=species:S:1:pos:R:3 method="wB97M-V/def2-TZVPD" lumo_ha=0.0376 e_homo_ev=-8.827 e_tot_ha=-270.5119 relative_energy_kcal_mol=28.8 largest_force_ev_per_a=0.9 charge=0 spin_multiplicity=1 homo_lumo_gap_ev=9.85 smiles="CC1=CCOC1"
C -1.85 0.50 -0.18
C -0.43 0.03 -0.19
C 0.63 0.71 -0.60
C 1.87 0.14 0.01
O 1.46 -1.09 0.59
C 0.05 -1.24 0.47
H -2.52 -0.06 -0.84
H -1.88 1.56 -0.46
H -2.26 0.42 0.84
H 0.63 1.68 -1.08
H 2.17 0.94 0.73
H 2.74 -0.05 -0.62
H -0.39 -1.42 1.47
H -0.20 -2.13 -0.14



6.
14
Properties=species:S:1:pos:R:3 method="wB97M-V/def2-TZVPD" lumo_ha=0.0294 e_homo_ev=-9.015 e_tot_ha=-270.3699 relative_energy_kcal_mol=118.0 largest_force_ev_per_a=0.5 charge=0 spin_multiplicity=1 homo_lumo_gap_ev=9.82
C -1.21 -1.39 -0.72
O 0.55 -1.68 -0.89
C -0.09 -0.52 -0.31
C 0.30 -0.11 1.12
C 0.16 1.37 0.67
C 0.18 0.91 -0.81
H -1.50 -2.04 0.12
H -0.17 -1.86 -1.66
H 1.35 -0.37 1.34
H -0.33 -0.47 1.93
H 0.95 2.06 0.99
H -0.81 1.79 0.96
H 1.18 0.99 -1.25
H -0.56 1.33 -1.50



7.
14
Properties=species:S:1:pos:R:3 method="wB97M-V/def2-TZVPD" lumo_ha=0.0322 e_homo_ev=-10.096 e_tot_ha=-270.4368 relative_energy_kcal_mol=76.0 largest_force_ev_per_a=4.0 charge=0 spin_multiplicity=1 homo_lumo_gap_ev=10.97
C 0.38 0.60 1.50
C -0.20 0.20 0.13
C 0.66 0.71 -1.02
O -0.06 0.46 -2.20
C -0.49 -1.24 0.07
C -0.83 -2.40 0.00
H 1.20 -0.05 1.85
H -0.42 0.53 2.23
H 0.75 1.63 1.46
H -1.39 0.78 -0.27
H 0.85 1.79 -0.86
H 1.62 0.19 -1.02
H -0.94 0.21 -1.81
H -1.14 -3.42 -0.06



8.
14
Properties=species:S:1:pos:R:3 method="wB97M-V/def2-TZVPD" lumo_ha=0.0331 e_homo_ev=-9.640 e_tot_ha=-270.4579 relative_energy_kcal_mol=62.7 largest_force_ev_per_a=0.5 charge=0 spin_multiplicity=1 homo_lumo_gap_ev=10.54 smiles="C=C=CC.C=O"
C -0.14 -1.86 -1.04
C 0.36 -1.01 -0.18
C 0.81 -0.15 0.70
C 1.76 0.98 0.37
H 0.37 -2.81 -1.24
H -1.08 -1.66 -1.55
H 0.48 -0.25 1.73
H 2.60 1.00 1.08
H 2.17 0.88 -0.64
H 1.26 1.95 0.44
C -2.14 0.74 0.08
O -2.89 -0.08 -0.39
H -1.55 1.42 -0.55
H -2.00 0.86 1.18



9.
14
Properties=species:S:1:pos:R:3 method="wB97M-V/def2-TZVPD" lumo_ha=0.0418 e_homo_ev=-9.011 e_tot_ha=-270.3880 relative_energy_kcal_mol=106.6 largest_force_ev_per_a=3.0 charge=0 spin_multiplicity=1 homo_lumo_gap_ev=10.15 smiles=C1C[C@H]2OC[C@@H]12
C 1.08 0.46 0.39
C 1.20 -0.98 -0.17
C -0.27 -0.89 -0.60
O -1.35 -0.70 0.77
C -1.47 0.65 0.31
C -0.19 0.64 -0.50
H 0.83 0.48 1.45
H 1.92 1.15 0.21
H 1.50 -1.81 0.48
H 1.84 -0.99 -1.06
H -1.26 -1.42 -0.52
H -1.50 1.31 1.17
H -2.35 0.83 -0.33
H -0.09 1.29 -1.37